# 1
A structure of composition C8H10N2O in a non-equilibrium geometry, computed with ωB97M-V/def2-TZVPD.

orbital gap	7.54	eV
LUMO energy	0.01832	hartree
charge	0
energy	-13476.116	eV

Atoms and positions in Å:
C  1.4902  -0.1290  0.4866
C  1.0385  -0.4165  -0.8288
C  1.1315  1.2618  0.9136
C  0.1879  0.1921  1.2068
C  0.6687  1.9017  -0.4525
C  0.0464  0.6683  -1.2094
C  -1.0971  0.3249  -0.3854
C  -2.6496  -1.1117  0.6753
N  2.1984  -1.4422  0.4926
N  1.6368  -1.6683  -0.7842
O  -1.7699  -0.8981  -0.4674
H  1.7678  1.7607  1.6877
H  -0.0307  2.5726  -0.0963
H  1.5293  2.3806  -0.9751
H  -0.0051  0.9396  -2.3187
H  -1.8028  1.1874  -0.2291
H  -3.2121  -2.0772  0.4229
H  -3.2906  -0.2314  0.8876
H  -2.0770  -1.3073  1.6137
H  3.2710  -1.5396  0.3762
H  0.9682  -2.3683  -1.0161


# 2
An isolated molecule of C8H10N2O4 in a non-equilibrium geometry, computed with ωB97M-V/def2-TZVPD.

orbital gap	8.14	eV
LUMO energy	-0.00795	hartree
charge	0
energy	-19621.244	eV

Atoms and positions in Å:
C  1.5009  2.1728  -2.2263
C  0.6300  1.0171  -1.8650
N  1.1242  -0.1836  -1.9733
O  2.2429  -0.4997  -2.3537
O  0.2837  -1.2996  -1.6937
C  -0.7081  -1.1374  -0.6886
C  -0.1049  -1.4382  0.6680
C  -0.3995  -0.9651  1.8721
C  0.2967  -1.3498  3.1382
N  -1.4123  0.0547  2.0774
O  -2.5347  -0.1738  1.6887
O  -1.0571  1.0634  2.6448
C  -1.4016  0.1833  -0.8587
C  -0.7250  1.1864  -1.4222
H  1.1719  3.0666  -1.7038
H  1.4647  2.3620  -3.3027
H  2.5336  1.9508  -1.9663
H  -1.4123  -1.9542  -0.9050
H  0.6933  -2.1672  0.5941
H  0.9810  -0.5573  3.4458
H  0.8608  -2.2669  2.9954
H  -0.4296  -1.4951  3.9368
H  -2.4254  0.2743  -0.5421
H  -1.1732  2.1565  -1.5599


# 3
A cluster of 2 separate species, C8H10N2O4 in total in a non-equilibrium geometry, computed with ωB97M-V/def2-TZVPD.

orbital gap	9.04	eV
LUMO energy	0.00832	hartree
charge	0
energy	-19624.856	eV

Atoms and positions in Å:
N  -1.9659  -2.3564  -0.5183
C  -1.7612  -1.0946  -0.0254
O  -2.4059  -0.7528  0.9534
C  -1.1318  -0.1342  -1.0808
C  0.0088  0.7367  -0.4483
C  -0.1399  2.1001  -0.1698
C  0.9751  2.7820  0.2966
C  2.1132  2.1132  0.6276
C  2.2181  0.7586  0.4621
O  3.2964  0.0602  0.8915
C  1.1453  0.0941  -0.1287
H  -1.7148  -2.4727  -1.5080
H  -2.6890  -2.9608  0.0405
H  -1.9699  0.5430  -1.4871
H  -0.6330  -0.6139  -1.9487
H  -1.0375  2.6283  -0.4196
H  0.9070  3.9413  0.1996
H  3.0130  2.8040  0.8313
H  2.9671  -0.8492  1.0549
H  1.3475  -0.9772  -0.2340
O  0.8517  -2.4460  1.5727
N  -0.0094  -1.6424  1.4421
O  -0.1837  -0.6991  2.3864
H  -0.9472  -0.2382  1.9413